[1]
66
Properties=species:S:1:pos:R:3:forces:R:3 method="wB97M-V/def2-TZVPD" e_tot_ha=-7425.1144 s2=0.7679 homo_lumo_gap_ev="8.06 / 8.34" homo_energy_ha="-0.4145 / -0.4074" charge=+1 multiplicity=2
Cr -0.12339 0.35647 -0.08244 -0.2 -0.1 0.1
C 0.29395 0.16153 1.87910 0.3 0.0 0.0
Si -0.22145 -1.53027 2.42906 0.1 -0.1 0.2
C -1.52365 -1.93266 1.11323 0.0 0.1 -0.2
N -1.05805 -1.54709 -0.26314 0.0 -0.1 0.0
C -0.11150 -2.60332 -0.78321 0.0 0.1 0.1
C -0.60192 -3.28704 -2.04878 0.1 0.0 0.0
C -1.99798 -3.85376 -1.83571 0.0 -0.1 0.0
C -2.97218 -2.74432 -1.39803 -0.1 0.0 0.0
C -2.25259 -1.42473 -1.15478 0.1 0.1 0.1
C -1.10007 -1.56130 4.07176 -0.1 0.0 0.1
C -0.66448 -2.35120 5.13614 0.0 0.0 0.0
C -1.32758 -2.33633 6.35618 0.0 0.0 0.0
C -2.44003 -1.52976 6.53206 0.0 0.0 0.0
C -2.89022 -0.73244 5.48811 0.0 0.0 0.0
C -2.22287 -0.75111 4.27469 0.0 0.0 0.0
C 1.16537 -2.77738 2.41680 0.0 -0.1 0.0
C 0.86376 -4.14379 2.47334 0.0 0.0 0.0
C 1.86203 -5.10387 2.49869 0.0 0.0 0.0
C 3.19469 -4.71226 2.47283 0.0 0.0 0.0
C 3.51880 -3.36605 2.43198 0.0 0.0 0.0
C 2.50992 -2.41060 2.40712 0.0 0.0 0.0
H 1.30077 0.44980 2.19188 0.0 0.0 0.1
H -0.38398 0.89215 2.34314 0.0 0.0 0.0
H -2.38155 -1.29327 1.34836 0.0 0.0 0.0
H -1.89330 -2.96102 1.11059 0.0 0.0 0.1
H 0.00465 -3.35461 -0.00360 0.0 -0.1 0.0
H 0.87634 -2.16058 -0.92674 0.0 0.0 0.0
H 0.10689 -4.08087 -2.29318 0.0 0.0 0.0
H -0.59348 -2.59805 -2.89744 0.0 0.0 0.0
H -1.94242 -4.62840 -1.06729 0.0 0.0 0.0
H -2.35278 -4.34799 -2.73913 0.0 0.0 0.0
H -3.51813 -3.04030 -0.50287 0.0 0.0 0.0
H -3.72921 -2.56408 -2.16326 0.0 0.0 0.0
H -2.91655 -0.69773 -0.68816 0.0 0.0 0.0
H -1.91169 -0.98745 -2.09086 -0.1 0.0 0.0
H 0.20473 -2.98710 5.01841 0.0 0.0 0.0
H -0.97400 -2.95390 7.17086 0.0 0.0 0.0
H -2.95669 -1.51814 7.48254 0.0 0.0 0.0
H -3.75579 -0.09826 5.62440 0.0 0.0 0.0
H -2.58649 -0.11018 3.47718 0.0 0.0 0.0
H -0.17097 -4.46951 2.51071 0.0 0.0 0.0
H 1.60517 -6.15323 2.54883 0.0 0.0 0.0
H 3.97756 -5.45810 2.49679 0.0 0.0 0.0
H 4.55567 -3.05885 2.42910 0.0 0.0 0.0
H 2.78678 -1.36288 2.38826 0.0 0.0 0.0
C -0.98628 0.28401 -4.13282 0.0 0.0 0.0
Se 0.29809 0.82386 -2.77776 -0.1 0.1 0.1
C 1.69376 -0.45495 -3.21000 0.1 -0.1 -0.1
C 2.90732 -0.17398 -2.34947 0.1 0.0 -0.1
Se 2.45780 0.05916 -0.45466 0.0 -0.1 0.1
C 3.21233 1.83188 -0.21010 0.0 0.0 0.0
H -1.21943 -0.77456 -4.05537 0.0 0.0 0.0
H -0.56321 0.51346 -5.10701 0.0 0.0 0.0
H -1.88679 0.87379 -3.97785 0.0 0.0 0.0
H 1.94208 -0.33410 -4.26524 0.0 0.0 0.0
H 1.31616 -1.46511 -3.05645 0.0 0.0 0.0
H 3.41421 0.74070 -2.65361 0.0 0.0 0.0
H 3.62006 -0.99552 -2.40677 0.0 0.0 0.0
H 4.29075 1.75827 -0.32232 0.0 0.0 0.0
H 2.95966 2.14176 0.80091 0.0 0.0 0.0
H 2.77585 2.51674 -0.93184 0.0 0.0 0.0
I -0.24464 3.14634 0.09771 0.0 0.1 0.0
C -1.68510 1.56363 -0.12820 0.1 0.2 -0.4
H -2.29242 1.79891 -0.99889 -0.1 0.0 0.1
H -2.27956 1.56365 0.78574 0.0 -0.1 0.0

[2]
87
Properties=species:S:1:pos:R:3:forces:R:3 method="wB97M-V/def2-TZVPD" e_tot_ha=-3181.2291 smiles="[H]/N=C(/N)NCCCCN(CC=O)C(=O)O.CCOC(=O)C(F)(F)F.CCOC(=O)C(F)(F)F.CCOC(=O)C(F)(F)F.CCOC(=O)C(F)(F)F" homo_lumo_gap_ev=9.49 homo_energy_ha=-0.3455 charge=0
H 4.51026 2.74716 4.49600 -0.1 -0.1 0.0
N 4.91579 2.62767 3.57060 -0.2 0.1 0.0
C 4.96550 3.74733 2.97581 0.3 -0.3 -0.2
N 5.43779 3.82190 1.65618 0.6 -0.3 0.7
N 4.55135 5.01464 3.48643 -0.3 0.2 -0.2
C 3.19775 5.02486 4.05188 0.5 0.2 -0.3
C 2.14502 4.61990 3.04644 -0.6 -0.4 0.5
C 0.75778 4.88372 3.64018 0.3 0.0 -0.3
C -0.38712 4.67687 2.63913 0.1 0.5 0.6
N -1.26685 3.58452 3.08408 -0.2 0.3 -0.5
C -2.22293 3.99123 4.10529 0.0 -0.6 -0.3
C -3.31407 4.96310 3.70208 -0.1 0.7 -0.8
O -3.41677 5.49271 2.62000 0.1 -0.5 0.8
C -1.83698 2.84609 2.01256 -0.5 0.1 -1.2
O -2.15099 3.26455 0.92094 0.8 -0.6 1.2
O -1.95415 1.51957 2.30298 -0.7 0.7 0.1
H 6.17187 4.52112 1.61933 -0.3 0.4 -0.3
H 5.87789 2.93154 1.45141 -0.2 -0.1 -0.2
H 5.21648 5.34801 4.16722 0.1 0.0 0.1
H 2.99882 6.05097 4.34821 0.0 0.2 0.2
H 3.13939 4.39856 4.94523 -0.2 -0.1 0.2
H 2.20510 3.54904 2.86098 0.2 -0.1 -0.3
H 2.26181 5.15021 2.10745 0.2 0.2 -0.1
H 0.61634 4.21282 4.48396 0.0 -0.1 0.2
H 0.75118 5.89915 4.03182 -0.2 0.2 0.1
H -0.00151 4.45616 1.65315 0.0 -0.2 -0.2
H -0.94652 5.60408 2.56699 -0.2 0.1 -0.3
H -1.68781 4.37839 4.96854 0.1 0.2 0.2
H -2.74014 3.10032 4.46863 -0.1 -0.1 0.2
H -4.05733 5.17577 4.49565 0.0 -0.1 0.1
H -1.88389 1.44675 3.26084 0.4 -0.3 0.1
C -0.04514 0.04901 0.54312 0.3 0.2 -0.1
C 0.89584 -0.97239 -0.05409 -0.5 -0.3 0.1
O 1.97963 -0.34554 -0.77057 0.0 0.0 -0.1
C 2.98121 0.10152 -0.03254 -0.2 -0.1 0.0
O 3.08711 0.04431 1.15319 0.1 0.1 0.2
C 4.06132 0.69363 -0.95323 0.0 0.0 0.0
F 3.51985 1.49343 -1.87938 0.0 0.1 -0.1
F 4.71043 -0.28891 -1.58848 0.0 -0.1 -0.1
F 4.94360 1.39508 -0.26126 0.1 0.1 0.1
H -0.41540 0.72760 -0.22665 -0.1 -0.1 0.0
H -0.89433 -0.44403 1.00863 0.0 -0.1 0.0
H 0.46021 0.65102 1.29691 0.0 -0.1 0.1
H 0.38043 -1.58018 -0.79435 0.1 0.1 -0.1
H 1.29764 -1.64332 0.70415 0.1 0.1 0.0
C 2.01109 2.58533 -5.32703 -0.1 0.0 -0.2
C 2.92392 1.38144 -5.40352 0.1 0.3 0.4
O 2.39093 0.37507 -6.28895 0.0 -0.1 0.0
C 2.58498 0.57633 -7.58066 0.0 0.0 0.3
O 3.15421 1.49249 -8.08994 0.1 0.1 -0.2
C 1.98917 -0.59792 -8.37665 0.0 0.0 0.0
F 0.76486 -0.90409 -7.94361 -0.1 0.0 0.0
F 2.76309 -1.67871 -8.23880 0.1 -0.1 0.0
F 1.91503 -0.29753 -9.66439 0.0 0.0 -0.2
H 1.00601 2.28182 -5.03302 0.0 0.0 0.1
H 2.39171 3.29605 -4.59465 0.0 0.0 0.0
H 1.93910 3.08746 -6.29101 0.1 0.0 0.0
H 2.99966 0.90014 -4.43188 -0.1 -0.2 -0.1
H 3.92905 1.65616 -5.71995 0.0 0.0 -0.2
C -4.65716 -0.05791 -1.23410 0.0 -0.2 -0.1
C -5.24859 -0.37808 0.12070 0.1 0.5 -0.1
O -5.69143 -1.75199 0.19146 -0.1 0.0 0.1
C -4.74902 -2.65362 0.39521 -0.1 0.3 -0.1
O -3.57603 -2.45969 0.50500 0.2 -0.1 0.1
C -5.38684 -4.04809 0.50858 0.0 -0.1 0.0
F -6.27930 -4.25714 -0.45920 -0.1 0.0 -0.1
F -6.00952 -4.17455 1.68312 -0.1 0.0 0.2
F -4.45554 -4.99172 0.42681 0.1 0.0 0.1
H -5.37159 -0.28808 -2.02500 0.0 0.1 0.0
H -4.39942 0.99892 -1.28713 0.0 0.0 0.0
H -3.75630 -0.64166 -1.41843 0.0 0.0 0.1
H -6.13668 0.22336 0.29816 -0.1 -0.2 0.0
H -4.54339 -0.17536 0.92587 0.1 -0.2 0.0
C -3.34137 -7.51602 -0.61442 0.1 -0.4 0.1
C -1.87364 -7.16809 -0.71694 -0.3 0.4 -0.2
O -1.06740 -8.02598 0.11578 0.1 0.0 0.1
C -0.78945 -9.22018 -0.37876 -0.1 0.3 0.0
O -1.12639 -9.65852 -1.43548 0.0 -0.2 -0.2
C 0.09949 -9.99046 0.61312 0.0 -0.1 0.0
F -0.37084 -9.89672 1.85782 0.0 0.0 0.2
F 1.33822 -9.48856 0.59584 0.2 0.1 0.0
F 0.16224 -11.27162 0.28393 0.0 -0.2 -0.1
H -3.66744 -7.48754 0.42399 0.0 0.1 0.0
H -3.93355 -6.80983 -1.18919 0.0 0.1 0.0
H -3.53645 -8.51802 -0.99571 0.1 0.0 -0.1
H -1.69328 -6.16104 -0.34719 0.1 -0.1 0.1
H -1.51755 -7.21585 -1.74517 0.0 -0.2 0.0

[3]
66
Properties=species:S:1:pos:R:3:forces:R:3 method="wB97M-V/def2-TZVPD" de_lowest_kj_mol=184.12 e_tot_ha=-1305.6395 homo_lumo_gap_ev=8.98 homo_energy_ha=-0.3055 charge=0
C -3.89768 -5.75700 1.07397 -0.1 0.2 0.0
C -2.79128 -4.98599 0.44282 0.1 0.1 -0.1
C -2.75789 -3.69824 0.09643 -0.2 -0.3 0.1
C -3.88021 -2.71974 0.26542 0.0 -0.2 0.1
C -1.48226 -3.21283 -0.51393 0.2 -0.1 -0.2
O -0.58720 -3.97638 -0.84846 0.2 -0.2 0.0
N -1.39899 -1.87592 -0.69817 -0.1 0.0 0.0
C -0.17885 -1.26012 -1.16354 0.2 0.0 -0.1
C -0.45121 -0.37123 -2.37514 0.1 -0.2 0.2
C 0.51410 -0.48611 -0.02213 -0.1 -0.6 -0.1
N -0.05778 0.80862 0.26424 0.0 0.3 0.0
C -1.37602 1.07333 0.37792 -0.5 0.2 0.2
N -2.39330 0.34204 0.65424 0.4 -0.4 0.1
C -3.51754 1.25314 0.79347 -0.1 0.1 -0.1
C -2.93891 2.70037 0.72169 -0.4 0.1 0.1
C -3.75362 3.64631 -0.17477 0.2 0.1 0.0
C -3.56080 3.31903 -1.65344 -0.2 0.0 0.3
C -3.39181 5.10564 0.09720 -0.2 -0.2 0.0
N -1.61517 2.41942 0.20909 0.1 -0.2 -0.2
C -0.38620 3.14442 0.36320 0.1 0.2 0.0
C 0.67946 2.05436 0.09158 0.3 0.3 0.1
C 1.86193 2.18300 1.06781 -0.1 0.0 -0.3
C 3.06202 1.36751 0.67545 0.1 0.0 0.3
C 3.79120 1.69004 -0.46622 0.0 -0.1 0.1
C 4.88283 0.94050 -0.84517 0.1 -0.2 0.0
C 5.28486 -0.15979 -0.08526 -0.1 0.1 0.0
O 6.37225 -0.83454 -0.54653 -0.1 0.3 -0.1
C 6.81181 -1.96729 0.16342 0.1 -0.2 0.1
C 4.57161 -0.48056 1.06386 0.3 -0.2 -0.1
C 3.47540 0.28157 1.43147 -0.1 0.3 -0.1
H -4.77405 -5.14834 1.27643 -0.1 0.0 0.0
H -3.55164 -6.19112 2.01206 0.0 -0.1 0.1
H -4.18684 -6.58082 0.42120 -0.1 -0.1 0.0
H -1.89458 -5.56030 0.24167 0.1 0.1 -0.1
H -4.78114 -3.21530 0.61505 -0.1 0.0 0.0
H -4.10247 -2.23769 -0.68551 -0.1 0.1 0.0
H -3.61389 -1.94346 0.98180 0.0 0.1 0.0
H -2.04303 -1.24162 -0.22705 -0.1 -0.1 0.0
H 0.48396 -2.08526 -1.45334 -0.1 0.2 0.1
H 0.47618 0.06941 -2.73383 0.1 0.1 -0.1
H -0.88725 -0.96499 -3.17397 0.0 0.0 -0.1
H -1.14768 0.42343 -2.11730 -0.1 0.1 -0.1
H 0.47437 -1.10839 0.87992 0.1 0.0 -0.1
H 1.55958 -0.32627 -0.28565 -0.1 0.0 0.0
H -4.02520 1.05961 1.74177 -0.1 0.1 -0.1
H -4.23620 1.07433 -0.01314 -0.1 0.1 0.0
H -2.87665 3.13474 1.73404 0.0 0.0 -0.1
H -4.80837 3.50186 0.08664 0.0 0.0 0.0
H -2.53176 3.50592 -1.95016 0.1 0.0 -0.1
H -3.78885 2.27570 -1.85541 0.0 -0.1 -0.1
H -4.21498 3.93820 -2.26254 -0.1 0.0 -0.1
H -2.34915 5.29521 -0.14550 0.2 0.1 0.0
H -3.55279 5.35430 1.14415 0.0 0.1 0.1
H -4.00898 5.76489 -0.50877 0.0 0.1 -0.1
H -0.31151 3.97078 -0.34940 0.1 0.0 0.1
H -0.28101 3.55162 1.38142 0.0 0.0 0.0
H 1.05374 2.12881 -0.93964 0.0 0.0 0.1
H 2.14607 3.23868 1.09600 0.0 0.0 0.1
H 1.52243 1.89176 2.06336 -0.1 0.1 0.0
H 3.50059 2.54253 -1.06353 0.0 0.1 -0.1
H 5.44905 1.18605 -1.72953 0.1 0.0 -0.1
H 7.12346 -1.70843 1.18063 0.0 0.0 0.0
H 6.03814 -2.74050 0.20463 0.0 0.0 0.0
H 7.66991 -2.34624 -0.38930 -0.1 0.0 0.1
H 4.85513 -1.31872 1.68002 0.1 -0.1 0.0
H 2.92965 0.01517 2.32495 -0.1 0.0 0.1